The following is a DFT calculation (wB97M-V/def2-TZVPD) of a structure of composition C8H12N2O2.

Last column: Mulliken charge in e.
Cartesian coordinates (Å):
C: 0.735533 2.972414 -0.251213  -0.294
C: 0.735057 1.660776 -1.326066  -0.886
C: 0.361621 0.532999 -0.668865  0.114
C: 1.089893 0.073951 0.411004  -0.956
C: 0.766565 -1.141250 1.036421  1.174
C: -0.432786 -1.917657 0.684953  -0.017
C: -1.168981 -1.474081 -0.315661  -0.508
C: -0.885229 -0.232990 -0.973596  0.730
H: -1.013539 3.269791 -0.959100  0.298
H: -0.919659 2.410476 0.256161  0.346
H: 1.389680 3.940860 -0.600721  0.267
H: 1.145651 2.354871 0.853409  0.250
H: -0.068395 1.991024 -2.079611  0.330
H: 1.812488 1.603199 -1.925505  0.210
H: 1.981405 0.561382 0.587199  0.373
H: 1.196097 -1.430357 3.226271  0.282
H: 2.940330 -1.180637 1.874971  0.316
H: 0.118300 -3.194140 1.911418  0.357
H: -2.065780 -2.280630 -0.734027  0.020
H: -2.213044 -0.499149 -2.558583  0.381
N: -0.631193 3.340468 -0.073859  -0.690
N: 1.625386 -1.626608 2.004676  -0.831
O: -0.672309 -3.085567 1.262037  -0.629
O: -1.636806 0.286983 -1.880721  -0.637

Atoms 1-2, force components in eV/Å:
C 3.5 -1.4 0.5
C 2.7 7.0 -3.9

energy above the lowest of the compared OMol25 structures with the same formula, charge and spin: 8.258 eV
net charge: 0
2S+1: 1
LUMO: 0.1 eV
HOMO level: -7.325 eV
total energy: -571.76993 hartree

---

The following is a DFT calculation (wB97M-V/def2-TZVPD) of a cluster of 2 separate species, C2H7N2O in total.

Last column: Mulliken charge in e.
Cartesian coordinates (Å):
N: 0.248907 0.256260 1.721517  -0.374
C: -0.244950 -0.580503 0.591651  -0.465
C: -0.247677 0.294076 -0.644273  0.486
N: -0.364587 -0.313653 -1.835315  -0.319
O: -0.147165 1.519754 -0.504675  -0.450
H: -0.566016 0.382049 2.312535  0.330
H: 0.614013 1.085981 1.282622  0.186
H: 2.446963 0.960156 0.222557  0.430
H: 0.339978 -1.492149 0.458474  0.314
H: -1.259767 -0.889318 0.852380  0.378
H: -0.860295 -1.192049 -1.755541  0.235
H: 0.040596 -0.030605 -2.701932  0.248

Atoms 1-2, force components in eV/Å:
N -0.5 -1.0 -2.4
C 0.1 0.2 1.0

energy above the lowest of the compared OMol25 structures with the same formula, charge and spin: 7.517 eV
net charge: +1
2S+1: 1
LUMO: -10.1 eV
HOMO level: -15.538 eV
total energy: -264.65496 hartree

---

The following is a DFT calculation (wB97M-V/def2-TZVPD) of the molecule C3H4OS2.

Last column: Mulliken charge in e.
Cartesian coordinates (Å):
C: 0.448832 0.003224 0.510301  0.105
C: -1.002741 -0.218783 0.737806  -0.311
C: 0.811530 1.219028 -0.305320  0.050
H: 0.486899 -1.831247 -1.164022  0.152
H: 0.931735 0.097309 1.434085  0.245
H: -1.280561 -0.624874 1.710132  0.291
H: 0.277911 1.251762 -1.315202  0.290
O: 1.637516 2.026413 0.034127  -0.455
S: 1.267262 -1.453071 -0.155984  -0.180
S: -2.208627 0.132754 -0.256186  -0.187

Atoms 1-2, force components in eV/Å:
C -0.6 0.1 -0.9
C -0.6 0.0 0.3

energy above the lowest of the compared OMol25 structures with the same formula, charge and spin: 1.588 eV
net charge: 0
2S+1: 1
LUMO: -0.9 eV
HOMO level: -9.177 eV
SMILES: O=C[C@H](S)C=S
total energy: -988.27383 hartree

---

The following is a DFT calculation (wB97M-V/def2-TZVPD) of a structure of composition C29H39N9OSTi.

Last column: Mulliken charge in e.
Cartesian coordinates (Å):
Ti: -0.334985 0.728326 -0.243755  -2.537
C: -0.987869 4.580500 1.747942  -1.890
C: -0.939366 3.166245 1.257462  0.582
N: -0.133405 2.704507 0.317466  0.738
C: 0.828499 3.563491 -0.331846  -0.816
C: 0.826967 3.215182 -1.822618  -0.736
N: 0.810624 1.758150 -1.918902  0.381
C: 0.479169 1.268200 -3.257650  -0.701
C: 0.665181 -0.244438 -3.213522  -0.825
N: 0.115959 -0.696881 -1.936629  0.544
C: 0.860239 -1.811307 -1.359621  -0.374
C: 0.032293 -2.305672 -0.174781  -1.428
N: -0.676067 -1.175739 0.373783  1.031
C: -1.563604 -1.383208 1.319125  0.164
C: -1.951677 -2.739839 1.810378  -1.817
C: -2.102060 -0.171993 1.857219  0.619
C: -3.114661 -0.046351 2.820960  -0.866
C: -3.455750 1.219429 3.270735  -1.336
C: -2.776032 2.329669 2.799182  -1.037
C: -1.776606 2.154908 1.827747  0.880
N: -1.485328 0.921411 1.343808  1.308
H: -0.891712 5.299079 0.936763  0.464
H: -0.181721 4.767091 2.458413  0.284
H: -1.922842 4.784547 2.257474  0.506
H: 1.832221 3.376169 0.082695  0.066
H: 0.620563 4.630499 -0.199068  0.489
H: 1.698507 3.653487 -2.329003  0.509
H: -0.076751 3.607019 -2.302374  0.352
H: 1.753964 1.424723 -1.688366  0.155
H: 1.105697 1.724568 -4.038155  0.483
H: -0.570599 1.502705 -3.465309  0.404
H: 1.732690 -0.492400 -3.262049  0.378
H: 0.173187 -0.721311 -4.069140  0.359
H: -0.849854 -1.042405 -2.078818  0.079
H: 1.847019 -1.458721 -1.034503  -0.186
H: 1.010606 -2.625458 -2.082328  0.681
H: 0.665723 -2.776262 0.591537  0.702
H: -0.684459 -3.060408 -0.526303  0.396
H: -1.119716 -3.217364 2.327698  0.308
H: -2.232632 -3.384681 0.976770  0.342
H: -2.785556 -2.680423 2.500093  0.530
H: -3.613845 -0.913847 3.217925  0.460
H: -4.234162 1.347771 4.004377  0.488
H: -3.008929 3.308403 3.182185  0.423
N: -4.647736 -1.573192 -1.299657  -0.169
C: -4.394206 -2.889655 -1.536057  -0.569
C: -3.069132 -2.964745 -1.867203  -0.818
N: -2.511542 -1.731416 -1.824013  -0.259
C: -3.476129 -0.897130 -1.482482  0.249
C: -3.335946 0.530508 -1.391760  -0.139
N: -2.207468 1.226893 -1.236820  1.503
C: -2.580528 2.544984 -1.304228  -0.533
C: -3.926368 2.647724 -1.483215  -1.299
N: -4.394933 1.372514 -1.534862  -0.038
H: -5.539457 -1.199067 -1.014311  0.213
H: -5.145685 -3.646284 -1.452950  0.484
H: -2.490288 -3.818274 -2.156748  0.558
H: -1.871979 3.345121 -1.219658  0.370
H: -4.561444 3.505274 -1.575975  0.463
H: -5.356145 1.117495 -1.700679  0.200
C: 5.887999 -4.500676 0.828908  -1.498
C: 5.079856 -3.247802 0.777077  0.870
C: 4.308799 -2.847114 1.865693  -0.884
C: 3.634112 -1.639325 1.864436  -0.464
C: 3.729572 -0.818521 0.751231  0.486
C: 4.452365 -1.221451 -0.366901  -0.259
C: 5.115684 -2.432347 -0.355023  -0.890
S: 2.918691 0.789936 0.615160  0.393
C: 3.331892 1.489626 2.253528  -1.283
O: 1.436137 0.473016 0.706090  0.767
H: 5.711748 -5.052206 1.748921  0.363
H: 6.948659 -4.247231 0.782825  0.346
H: 5.669034 -5.145043 -0.021472  0.368
H: 4.251263 -3.485998 2.733025  0.356
H: 3.038349 -1.348850 2.717005  0.397
H: 4.498128 -0.576643 -1.235181  0.460
H: 5.678292 -2.744858 -1.222092  0.446
H: 2.623067 1.116509 2.985335  0.289
H: 3.259170 2.570902 2.193575  0.446
H: 4.347250 1.209956 2.511481  0.517

Atoms 1-2, force components in eV/Å:
Ti 1.5 0.4 -2.2
C 0.0 -0.1 -0.1

energy above the lowest of the compared OMol25 structures with the same formula, charge and spin: 0.940 eV
net charge: +2
2S+1: 3
LUMO (alpha / beta): -5.3 / -5.5 eV
HOMO level (alpha / beta): -10.937 / -13.533 eV
total energy: -2943.84782 hartree

---

The following is a DFT calculation (wB97M-V/def2-TZVPD) of a cluster of 2 separate species, C3H8O in total.

Last column: Mulliken charge in e.
Cartesian coordinates (Å):
C: 1.773324 -0.349976 -0.294204  -0.825
C: 0.903544 0.830640 0.176583  -0.227
C: -2.571388 -0.121507 -0.502814  -0.213
O: -2.892213 -0.875449 0.621674  -0.366
H: 1.309123 -1.227458 0.245784  0.248
H: 1.715851 -0.364764 -1.378692  0.242
H: 2.846277 -0.195393 -0.073795  0.302
H: -0.153258 0.520077 0.067653  -0.283
H: 1.186126 1.696185 -0.517607  0.253
H: 1.163998 1.182356 1.146581  0.333
H: -2.272082 0.814572 -0.005409  0.170
H: -3.009299 -1.909284 0.514243  0.367

Atoms 1-2, force components in eV/Å:
C -0.5 0.1 1.1
C 0.8 0.8 -2.4

energy above the lowest of the compared OMol25 structures with the same formula, charge and spin: 3.891 eV
net charge: 0
2S+1: 1
LUMO: 0.3 eV
HOMO level: -9.164 eV
total energy: -194.19294 hartree

---

The following is a DFT calculation (wB97M-V/def2-TZVPD) of a cluster of 2 separate species, C4H11OS in total.

Last column: Mulliken charge in e.
Cartesian coordinates (Å):
C: 0.206429 -3.103906 0.161991  -0.489
C: -0.254894 1.224135 1.493731  -0.767
C: 0.828406 2.175445 -0.662388  -1.029
C: -0.405726 -2.190956 -0.596950  -0.657
O: -0.947937 0.419250 -0.771148  -0.407
S: 0.446443 0.579381 0.011101  0.654
H: -0.829247 0.234493 -1.713832  0.347
H: -0.228985 -3.603849 1.102045  0.230
H: 1.115938 -3.525712 -0.137581  0.285
H: -1.302103 1.240694 1.309671  0.287
H: 0.386447 2.101578 1.698965  0.351
H: -0.106764 0.661895 2.394604  0.370
H: 0.069928 2.958962 -0.476217  0.383
H: 0.907213 2.027806 -1.758070  0.353
H: 1.778293 2.559549 -0.241635  0.432
H: -1.429612 -1.946078 -0.227209  0.255
H: -0.233830 -1.812688 -1.587078  0.402

Atoms 1-2, force components in eV/Å:
C -1.1 -0.2 0.6
C 1.5 0.0 1.3

energy above the lowest of the compared OMol25 structures with the same formula, charge and spin: 1.167 eV
net charge: +1
2S+1: 1
LUMO: -4.1 eV
HOMO level: -13.744 eV
total energy: -632.06611 hartree

---

The following is a DFT calculation (wB97M-V/def2-TZVPD) of a cluster of 7 separate species, H14O7 in total.

Last column: Mulliken charge in e.
Cartesian coordinates (Å):
H: 1.346344 -0.882370 -0.599899  0.259
H: 0.319730 0.238358 -0.591284  0.387
H: -3.763058 0.067121 -1.982918  0.310
H: -3.054915 -0.374224 -0.712567  0.348
H: -1.317141 -0.496917 -0.080361  0.354
H: -1.249767 -0.383304 -1.594493  0.363
H: 4.460282 -0.715609 -1.987321  0.320
H: 4.056800 -0.804254 -0.524656  0.323
H: -3.688841 1.412189 0.150997  0.356
H: -4.608628 0.206063 0.247403  0.314
H: 1.328728 -2.660040 2.248238  0.311
H: 0.019051 -2.343362 1.545030  0.334
H: 1.511125 3.157368 1.485967  0.320
H: 2.486794 3.593921 0.405442  0.322
O: 1.178424 -0.008435 -0.229723  -0.632
O: -2.900866 -0.204915 -1.648833  -0.654
O: -0.956684 -0.934269 -0.859966  -0.729
O: 4.822541 -0.865411 -1.106800  -0.643
O: -3.997877 0.739572 0.768308  -0.682
O: 0.375493 -2.641164 2.389573  -0.641
O: 1.748156 3.912755 0.936243  -0.642

Atoms 1-2, force components in eV/Å:
H -0.3 0.2 0.0
H 0.6 -0.4 0.1

energy above the lowest of the compared OMol25 structures with the same formula, charge and spin: 3.108 eV
net charge: 0
2S+1: 1
LUMO: -0.2 eV
HOMO level: -10.968 eV
SMILES: O.O.O.O.O.O.O
total energy: -535.00964 hartree